(1)
Here is a cluster of 2 separate species, C7H16N in total at a distorted geometry from the Open Molecules 2025 dataset. Energies are from the ωB97M-V functional and the def2-TZVPD basis.

Properties
Net charge ... +1
ΔE to the lowest compared entry with this formula, charge and spin ... 619.2 kJ/mol
E_LUMO (spin up / spin down) ... -4.115 / -3.098 eV
Molecular weight ... 114.212 g mol⁻¹
Electronic energy ... -330.59277 Eh

```
24
Properties=species:S:1:pos:R:3:forces:R:3:mulliken_charge:R:1
C 2.22577 -0.44769 -1.10673 1.366 -3.224 -4.042 -0.44
C 2.02458 0.01543 0.04983 -1.392 -0.183 1.149 0.17
C 2.66380 0.63770 1.15254 -1.089 0.617 0.760 -1.08
C -1.13844 -0.83953 1.39118 -1.445 -2.645 0.228 -1.21
C -1.23629 -1.60898 -0.99750 0.677 3.870 -2.286 -1.37
C -0.96644 1.96698 -0.20292 -0.164 1.283 -1.026 -0.67
C -1.16433 -0.49270 -0.02776 -0.104 -0.780 0.431 0.42
N -1.78265 0.75335 -0.55658 1.984 -0.561 2.316 0.06
H 1.67390 -1.44231 -1.48471 0.855 2.552 0.467 0.13
H 3.19722 -0.22713 -1.74414 -1.840 -0.269 1.184 0.28
H 3.64748 0.30158 1.14649 2.280 0.253 -0.134 0.39
H 2.46021 1.67576 1.26544 0.516 1.223 -0.453 0.30
H 2.34528 0.31659 2.11284 -0.855 -0.961 0.948 0.34
H -0.50523 -1.74935 1.45736 0.249 0.787 0.055 0.34
H -0.80858 -0.11048 2.09822 -0.088 0.474 0.471 0.36
H -2.12721 -1.41363 1.68411 1.174 1.648 -0.186 0.34
H -1.43609 -1.14002 -2.00789 0.552 -0.590 0.520 0.37
H -0.29582 -2.05814 -1.06940 1.283 -1.194 -0.032 0.24
H -2.02413 -2.25098 -0.95795 -2.176 -2.229 0.959 0.41
H -1.25976 2.77023 -0.95818 0.657 -1.036 0.919 0.37
H -1.27357 2.37327 0.78082 0.544 -0.632 -0.413 0.31
H 0.10472 1.62757 -0.32169 -1.188 0.757 0.401 0.20
H -2.72830 0.80809 -0.19418 -0.608 0.241 -0.790 0.36
H -1.59612 0.53438 -1.50922 -1.187 0.601 -1.447 0.38
```
Forces are in eV/Å.

***

(2)
Here is the ion C3H8N3S with charge +1 at a distorted geometry from the Open Molecules 2025 dataset. Energies are from the ωB97M-V functional and the def2-TZVPD basis.

Properties
Net charge ... +1
ΔE to the lowest compared entry with this formula, charge and spin ... 193.1 kJ/mol
SMILES string ... CN(C=[NH2+])/N=C\S
E_LUMO ... -4.185 eV
Molecular weight ... 118.185 g mol⁻¹
Electronic energy ... -681.24073 Eh

```
15
Properties=species:S:1:pos:R:3:forces:R:3:mulliken_charge:R:1
C 0.79546 0.55989 1.91358 0.146 2.964 1.896 -0.85
N 0.23418 0.20965 0.64096 0.528 -0.372 0.272 0.55
C 1.00063 -0.38356 -0.22144 0.953 -2.199 -1.433 0.11
N 0.53585 -1.28143 -1.05622 0.745 -1.474 -1.707 -0.25
N -1.10695 -0.03659 0.59586 -0.987 -0.991 1.022 -0.68
C -1.67865 0.22753 -0.50029 -0.048 0.860 -0.759 -0.30
S -0.77334 1.09858 -1.78468 1.171 0.247 2.482 -0.05
H 1.87177 0.80301 1.77194 -0.716 -0.454 0.189 0.32
H 0.30236 1.54859 2.12999 0.615 -0.914 0.339 0.32
H 0.62351 -0.09836 2.82094 0.042 0.200 -1.664 0.29
H 2.06354 -0.22706 -0.27908 0.224 0.307 0.551 0.32
H 1.03618 -1.78447 -1.84555 -0.331 1.346 1.743 0.25
H -0.45079 -1.47834 -1.04684 0.001 -0.212 0.070 0.32
H -2.72684 -0.13560 -0.59495 0.772 0.727 -0.182 0.47
H -1.72692 0.97818 -2.54422 -3.115 -0.036 -2.819 0.17
```
Forces are in eV/Å.

***

(3)
Here is a cluster of 6 separate species, C26H64ClNO6 in total from the Open Molecules 2025 dataset. Energies are from the ωB97M-V functional and the def2-TZVPD basis.

Properties
Net charge ... 0
SMILES string ... COC[C@@H](N)CCCCl.CCOCC.CCOCC.CCOCC.CCOCC.CCOCC
E_LUMO ... 0.622 eV
Molecular weight ... 522.252 g mol⁻¹
Electronic energy ... -1995.29518 Eh

```
98
Properties=species:S:1:pos:R:3:forces:R:3:mulliken_charge:R:1
C -4.54546 6.23473 0.80352 -0.032 -0.137 -0.262 -0.82
O -3.91365 4.98283 0.64814 -0.047 0.093 0.317 -0.29
C -2.51062 5.07491 0.80286 -0.307 -0.437 -0.204 -1.04
C -1.96675 3.78747 1.41342 -0.014 0.132 -0.055 0.25
N -2.42732 2.63173 0.65445 -0.149 0.220 -0.055 -0.53
C -0.44102 3.87831 1.54343 0.052 -0.101 0.266 -0.62
C 0.03242 4.18534 2.96569 0.311 0.045 -0.506 -0.73
C 1.48855 4.63241 2.97857 -0.487 -0.155 0.059 -0.06
Cl 1.61114 6.37210 2.59644 0.105 0.141 -0.073 -0.22
H -4.33267 6.66918 1.78145 0.080 0.119 0.108 0.42
H -4.23716 6.92523 0.01510 0.080 0.188 -0.001 0.33
H -5.61752 6.09397 0.71546 -0.138 -0.132 -0.022 0.20
H -2.27953 5.92672 1.44346 0.294 0.132 0.068 0.44
H -2.04118 5.20892 -0.17728 0.056 0.204 -0.095 0.30
H -2.37838 3.72672 2.42054 -0.187 -0.159 0.089 0.35
H -1.72308 2.29122 0.01734 0.011 -0.165 0.029 0.24
H -2.74755 1.88655 1.25092 0.111 -0.137 -0.058 0.09
H -0.02709 2.90917 1.27031 0.121 -0.099 -0.120 0.28
H -0.01643 4.60512 0.84956 -0.078 0.170 -0.102 0.47
H -0.58242 4.95937 3.41492 -0.119 0.040 0.213 0.39
H -0.04686 3.26953 3.54715 -0.118 -0.035 0.275 0.31
H 2.03558 4.09684 2.21166 0.261 -0.053 -0.034 -0.16
H 1.95102 4.47655 3.94362 0.143 0.069 0.129 0.41
C 4.03565 4.86523 -0.10133 0.045 -0.017 -0.091 -0.95
C 3.96170 3.34786 -0.08518 -0.021 0.039 0.100 -0.13
O 4.23682 2.73604 -1.33112 -0.070 -0.071 -0.044 -0.43
C 5.51936 2.98534 -1.87635 0.078 0.034 -0.041 -0.35
C 6.66921 2.51573 -1.00139 -0.049 -0.012 0.071 -1.01
H 3.36040 5.27268 -0.85488 -0.018 0.004 0.012 0.26
H 3.74856 5.26534 0.87155 -0.018 0.015 -0.004 0.29
H 5.04166 5.22453 -0.32171 0.016 -0.009 0.047 0.36
H 2.94554 3.03440 0.16061 -0.006 -0.031 -0.034 0.12
H 4.61468 2.94075 0.69630 0.031 0.024 -0.010 0.26
H 5.63321 4.04742 -2.12168 0.010 0.008 0.041 0.30
H 5.53392 2.44089 -2.82048 -0.037 -0.005 -0.007 0.35
H 6.71167 3.05410 -0.05380 0.022 0.033 -0.019 0.26
H 7.61705 2.67841 -1.51527 0.001 -0.007 -0.024 0.39
H 6.57196 1.45183 -0.78130 0.004 -0.006 -0.007 0.28
C -2.17643 -2.30610 2.84083 0.035 -0.067 -0.077 -1.32
C -2.18203 -1.05291 1.98223 -0.057 0.061 0.065 -0.22
O -1.36570 -1.13131 0.83048 0.113 0.110 -0.012 -0.40
C -1.69989 -2.14318 -0.10516 -0.034 -0.096 -0.084 0.25
C -3.09781 -2.01346 -0.68482 -0.029 0.064 0.075 -1.26
H -1.15810 -2.55964 3.13826 0.004 0.010 0.011 0.31
H -2.77216 -2.14483 3.73984 0.006 0.023 0.010 0.41
H -2.59638 -3.16444 2.31539 -0.045 0.012 0.007 0.30
H -1.77622 -0.21895 2.55762 0.025 0.014 -0.018 0.33
H -3.20813 -0.77780 1.70904 -0.020 -0.061 -0.002 0.34
H -1.55287 -3.13626 0.33330 -0.034 -0.001 0.016 0.18
H -0.96585 -2.04613 -0.90426 0.040 0.014 0.034 0.04
H -3.87225 -2.13291 0.07423 -0.001 -0.047 -0.006 0.31
H -3.25626 -2.78187 -1.44176 0.024 -0.003 -0.018 0.42
H -3.23008 -1.03515 -1.14926 0.002 0.000 -0.009 0.29
C 3.13311 -3.33985 -2.39196 -0.001 -0.097 -0.010 -1.20
C 1.81603 -3.24030 -1.64175 0.045 0.090 0.041 -0.21
O 1.00029 -4.39362 -1.74600 -0.120 0.016 -0.054 -0.44
C 1.55609 -5.59457 -1.24444 0.049 -0.081 0.032 -0.29
C 1.90180 -5.55043 0.23406 0.011 0.076 0.019 -0.94
H 2.95710 -3.56177 -3.44526 -0.004 0.012 -0.007 0.31
H 3.67286 -2.39517 -2.32099 -0.018 0.023 -0.003 0.39
H 3.77870 -4.12039 -1.98671 0.017 0.028 0.035 0.23
H 1.21820 -2.43172 -2.06279 -0.027 -0.017 -0.010 0.39
H 1.98963 -2.98646 -0.58981 0.031 -0.021 0.000 0.30
H 2.43288 -5.88789 -1.83411 0.026 0.021 0.025 0.27
H 0.79317 -6.35376 -1.41829 -0.024 0.018 -0.027 0.34
H 2.68163 -4.81967 0.45272 0.033 -0.030 -0.010 0.27
H 2.26386 -6.52592 0.56131 -0.015 -0.012 0.009 0.30
H 1.02381 -5.29068 0.82708 -0.012 -0.006 -0.006 0.26
C -6.78297 3.88710 -1.68945 0.083 0.130 -0.051 -0.87
C -8.09524 4.48923 -1.21984 0.012 -0.120 0.008 -0.42
O -8.17143 5.89717 -1.36550 -0.027 0.071 0.096 -0.43
C -8.03886 6.39377 -2.68382 0.035 0.031 -0.075 -0.31
C -9.09980 5.89034 -3.64783 -0.030 -0.062 0.047 -1.04
H -5.94028 4.34952 -1.17319 0.018 -0.062 0.032 0.17
H -6.76700 2.81667 -1.48305 -0.003 -0.002 0.032 0.39
H -6.62935 4.01946 -2.76165 -0.053 -0.052 -0.017 0.26
H -8.21571 4.31122 -0.15097 -0.010 0.035 0.014 0.35
H -8.94348 4.00408 -1.71699 0.013 0.021 -0.041 0.35
H -7.03624 6.18509 -3.07452 -0.013 -0.040 -0.012 0.28
H -8.12007 7.47662 -2.58647 0.006 0.005 0.035 0.34
H -9.03931 4.81191 -3.79841 0.033 0.003 -0.028 0.27
H -8.97372 6.36674 -4.62065 0.003 0.025 0.001 0.39
H -10.09748 6.12369 -3.27372 -0.002 0.009 -0.002 0.28
C 6.77054 -10.25459 1.62120 0.018 0.080 -0.049 -1.02
C 5.34636 -9.86754 1.98147 0.011 -0.095 0.014 -0.33
O 5.05220 -8.49627 1.78721 -0.043 0.069 0.075 -0.43
C 5.18598 -8.01147 0.46453 0.023 0.037 -0.084 -0.30
C 4.28310 -8.70062 -0.54420 -0.038 -0.056 0.042 -1.08
H 7.48403 -9.64982 2.18215 0.001 -0.006 0.013 0.29
H 6.94184 -11.30469 1.85952 -0.007 -0.007 0.023 0.38
H 6.97711 -10.11960 0.55877 -0.019 -0.043 -0.011 0.26
H 5.17865 -10.04295 3.04402 -0.020 0.031 0.010 0.34
H 4.62946 -10.49615 1.44076 0.022 0.007 -0.039 0.29
H 6.23153 -8.05948 0.13907 -0.005 -0.042 -0.011 0.33
H 4.92419 -6.95444 0.52471 0.003 0.007 0.035 0.28
H 4.52281 -9.75811 -0.66041 0.042 0.010 -0.024 0.36
H 4.38918 -8.22924 -1.52207 -0.003 0.027 0.001 0.38
H 3.23957 -8.62593 -0.23437 -0.008 -0.003 -0.014 0.27
```
Forces are in eV/Å.